DFT (the ωB97M-V functional and the def2-TZVPD basis) results for the molecule C4H6O2 in a non-equilibrium geometry.

Summary:
Largest force on an atom: 0.0418 hartree/bohr
DFT total energy: -8335.665 eV
LUMO energy: -0.01 eV
Energy relative to the best compared isomer or geometry (same formula, charge and spin): 110.6 kcal per mole
HOMO-LUMO gap: 8.7 eV

Structure (ORCA input):
```
! wB97M-V def2-TZVPD RIJCOSX def2/J DEFGRID3
* xyz 0 1
O -0.94 -1.33 1.81
C 0.07 -1.21 1.15
C 0.16 -0.21 0.01
C -0.78 0.99 0.08
C 1.70 0.12 -1.67
O 1.55 -0.06 -0.37
H 0.89 -1.95 1.24
H -0.22 -0.86 -0.79
H -1.01 1.25 1.12
H -1.68 0.56 -0.37
H -0.51 1.91 -0.48
H 0.74 0.57 -2.24
*
```